{
  "formula": "C36H93N5O16",
  "method": "ωB97M-V/def2-TZVPD",
  "symbols": ["C", "O", "C", "C", "N", "C", "C", "O", "C", "H", "H", "H", "H", "H", "H", "H", "H", "H", "H", "H", "H", "H", "H", "H", "C", "O", "C", "C", "N", "C", "C", "O", "C", "H", "H", "H", "H", "H", "H", "H", "H", "H", "H", "H", "H", "H", "H", "H", "C", "O", "C", "C", "N", "C", "C", "O", "C", "H", "H", "H", "H", "H", "H", "H", "H", "H", "H", "H", "H", "H", "H", "H", "C", "O", "C", "C", "N", "C", "C", "O", "C", "H", "H", "H", "H", "H", "H", "H", "H", "H", "H", "H", "H", "H", "H", "H", "C", "O", "C", "C", "N", "C", "C", "O", "C", "H", "H", "H", "H", "H", "H", "H", "H", "H", "H", "H", "H", "H", "H", "H", "O", "C", "C", "O", "H", "H", "H", "H", "H", "H", "O", "C", "C", "O", "H", "H", "H", "H", "H", "H", "O", "C", "C", "O", "H", "H", "H", "H", "H", "H"],
  "positions_angstrom": [[-0.832, -5.994, -10.840], [-0.204, -5.461, -9.594], [-0.421, -4.064, -9.446], [0.042, -3.555, -8.077], [-1.014, -3.915, -7.090], [-0.629, -3.503, -5.774], [-1.846, -3.328, -4.812], [-2.340, -4.662, -4.451], [-3.393, -5.133, -5.233], [-1.699, -5.518, -11.298], [-0.971, -7.075, -10.807], [-0.169, -5.956, -11.704], [-1.492, -3.974, -9.625], [0.210, -3.538, -10.163], [0.207, -2.478, -8.108], [0.953, -4.134, -7.923], [-1.203, -4.906, -7.032], [-0.129, -2.534, -5.761], [0.151, -4.143, -5.362], [-2.705, -2.710, -5.073], [-1.422, -2.830, -3.940], [-4.251, -4.463, -5.171], [-3.742, -6.155, -5.090], [-3.020, -5.106, -6.257], [-15.004, 2.415, 2.217], [-13.906, 1.594, 1.686], [-13.772, 0.447, 2.506], [-12.807, -0.457, 1.804], [-12.875, -1.773, 2.417], [-11.807, -2.526, 1.715], [-10.428, -2.496, 2.340], [-10.686, -2.610, 3.719], [-9.524, -2.446, 4.449], [-15.088, 2.388, 3.303], [-15.925, 1.994, 1.812], [-14.928, 3.472, 1.961], [-14.793, 0.105, 2.679], [-13.479, 0.938, 3.434], [-11.810, -0.028, 1.702], [-13.216, -0.480, 0.794], [-12.532, -1.835, 3.364], [-11.740, -2.371, 0.638], [-12.125, -3.563, 1.822], [-9.713, -1.766, 1.961], [-10.083, -3.498, 2.085], [-9.488, -1.422, 4.821], [-8.618, -2.691, 3.895], [-9.517, -3.202, 5.234], [-14.844, 6.262, 9.067], [-13.744, 5.496, 8.532], [-12.559, 6.313, 8.214], [-11.253, 5.402, 8.382], [-9.979, 6.226, 8.318], [-8.778, 5.393, 8.688], [-7.370, 6.127, 8.521], [-6.576, 5.383, 7.557], [-5.195, 5.821, 7.540], [-15.697, 6.083, 8.412], [-14.628, 7.253, 9.467], [-15.087, 5.786, 10.017], [-12.513, 7.172, 8.884], [-12.811, 6.635, 7.204], [-11.129, 4.796, 7.485], [-11.282, 4.747, 9.252], [-9.913, 6.430, 7.331], [-8.768, 4.543, 8.006], [-8.800, 5.105, 9.739], [-6.889, 6.249, 9.491], [-7.451, 7.158, 8.177], [-5.062, 6.886, 7.734], [-4.575, 5.584, 6.676], [-4.719, 5.213, 8.309], [9.920, -2.580, -2.302], [10.461, -1.296, -2.020], [11.856, -1.024, -1.735], [12.572, -1.412, -3.106], [14.044, -1.021, -2.937], [14.901, -1.367, -4.081], [16.400, -0.998, -3.848], [16.976, -0.531, -5.046], [18.414, -0.388, -5.011], [10.288, -3.312, -1.583], [10.085, -3.041, -3.275], [8.840, -2.476, -2.198], [12.058, -1.672, -0.882], [11.909, -0.032, -1.285], [12.250, -0.750, -3.910], [12.542, -2.469, -3.372], [14.002, -0.012, -2.969], [14.475, -0.710, -4.840], [14.705, -2.367, -4.467], [16.841, -1.974, -3.643], [16.510, -0.230, -3.083], [18.841, -1.103, -5.715], [18.942, -0.807, -4.154], [18.784, 0.527, -5.473], [9.324, 1.618, -13.886], [8.538, 2.649, -13.351], [8.374, 2.367, -11.965], [7.209, 3.189, -11.405], [7.134, 3.112, -9.960], [6.709, 1.882, -9.355], [6.841, 2.087, -7.859], [5.770, 2.815, -7.269], [5.512, 2.680, -5.871], [9.401, 1.676, -14.972], [8.863, 0.630, -13.877], [10.348, 1.679, -13.517], [9.272, 2.608, -11.396], [8.012, 1.344, -11.859], [6.321, 2.915, -11.974], [7.301, 4.265, -11.552], [6.506, 3.777, -9.533], [7.406, 1.131, -9.726], [5.771, 1.373, -9.575], [7.788, 2.570, -7.621], [6.740, 1.137, -7.335], [4.628, 3.296, -5.709], [6.391, 3.228, -5.533], [5.338, 1.724, -5.377], [2.499, -1.123, 3.870], [1.660, 0.032, 3.974], [0.343, -0.158, 4.690], [0.507, -0.226, 6.117], [3.235, -0.787, 3.354], [2.263, 0.705, 4.585], [1.651, 0.217, 2.900], [-0.192, -1.002, 4.255], [-0.318, 0.703, 4.590], [-0.361, -0.182, 6.523], [8.670, -4.197, 7.208], [10.009, -4.167, 7.554], [10.330, -2.641, 7.574], [10.120, -2.089, 6.341], [8.754, -3.750, 6.362], [10.174, -4.519, 8.572], [10.539, -4.800, 6.842], [11.393, -2.553, 7.796], [9.705, -2.184, 8.341], [10.916, -1.725, 5.947], [-7.344, -0.769, 11.463], [-6.504, -0.725, 12.569], [-5.099, -0.950, 11.877], [-4.769, -0.065, 10.803], [-8.277, -0.701, 11.677], [-6.689, 0.186, 13.138], [-6.889, -1.518, 13.210], [-5.057, -1.988, 11.546], [-4.393, -0.858, 12.702], [-5.582, 0.014, 10.298]],
  "forces_ev_per_a": [[1.58, -0.09, -0.01], [-1.05, -1.29, -1.60], [0.22, 0.07, -0.32], [-1.86, -2.33, -0.52], [0.74, 1.20, -0.48], [-1.14, 1.19, 0.93], [0.84, -1.95, 0.25], [0.78, 0.57, 1.46], [0.03, 0.82, -1.65], [-0.52, 0.40, 1.19], [-0.37, 0.13, 0.96], [0.90, 0.54, 0.19], [-0.01, 1.04, 0.10], [-0.30, 0.19, -0.57], [-0.06, -0.15, 0.19], [0.56, 0.37, 0.40], [0.32, -0.17, -0.64], [-0.11, 0.37, -0.56], [-0.25, -0.44, 0.62], [0.23, 0.04, -0.93], [-0.17, -0.50, 0.54], [-0.28, 0.04, 0.01], [0.52, 0.02, 0.91], [-0.61, -0.06, -0.44], [0.58, -0.81, -0.72], [-1.34, 2.12, -0.04], [-0.21, 2.28, 0.24], [-1.49, 0.27, 1.02], [1.69, -0.30, -2.15], [-1.10, -1.54, 0.09], [-1.15, -1.76, -0.51], [0.15, 0.72, -0.37], [0.72, -0.43, 1.03], [0.34, -0.27, 0.19], [-0.21, 0.16, -0.01], [0.36, -0.23, -0.45], [0.15, -1.14, -0.12], [0.66, -1.00, 0.76], [0.20, 0.22, 0.37], [0.11, -0.51, -0.18], [-0.30, 0.76, 0.44], [-0.30, 0.46, 0.03], [0.09, -0.26, -0.14], [-0.11, 0.54, 0.66], [0.94, 0.10, -0.56], [0.37, -0.05, 0.31], [0.05, 0.27, -0.40], [-0.16, 0.38, 0.51], [0.43, -1.84, 0.87], [0.90, 1.31, 0.58], [-0.43, -1.82, 0.68], [0.26, 1.43, -1.51], [-0.18, -0.38, 1.32], [0.52, 1.43, -0.89], [-0.78, -0.47, -0.87], [0.33, 0.92, 0.01], [-0.19, -0.82, 1.10], [-0.03, 0.89, -0.05], [0.16, 0.47, -1.16], [-0.31, -0.49, 0.07], [0.18, -0.02, 0.04], [1.01, 0.28, -0.24], [-0.79, -0.73, 0.12], [-0.18, 0.40, 0.11], [0.43, 0.29, -0.08], [0.34, -0.48, 0.34], [-0.58, -0.22, -0.18], [0.33, -0.61, 0.13], [-0.46, 0.11, -0.31], [-0.26, 0.06, 0.14], [-1.01, -0.16, -0.70], [0.32, 0.44, 0.50], [0.52, 0.07, 0.83], [-0.92, 1.23, -0.25], [-1.65, -3.03, -1.68], [2.87, 2.15, 1.93], [-0.58, -1.13, 0.75], [-0.82, 1.79, -0.51], [-0.99, -1.09, -0.71], [0.92, 0.64, -0.27], [-0.12, -1.68, -1.40], [-0.06, -0.15, 0.32], [0.46, 0.56, -0.46], [0.08, 0.02, 0.15], [0.96, -0.44, -0.22], [0.14, 0.32, -1.01], [-0.95, -0.42, -0.12], [-0.40, 0.12, 0.28], [0.21, 0.21, 0.40], [0.66, 0.02, -1.02], [0.40, -0.23, 0.49], [0.57, 0.21, 0.88], [-0.05, -0.36, 0.42], [-0.37, -0.42, -0.67], [-0.48, 1.04, 0.89], [-0.40, 0.55, 0.98], [0.31, -0.01, -1.67], [-0.12, -0.55, 0.48], [-1.32, 1.04, 0.11], [0.00, 1.16, -0.07], [-1.05, -0.24, 0.14], [1.20, -0.82, 0.44], [-0.56, -1.37, 1.61], [-1.52, -0.13, -1.58], [1.01, 1.91, -0.90], [0.03, 1.01, -0.19], [-0.01, -0.27, 1.19], [0.00, -0.48, 0.34], [0.22, -0.39, 0.01], [0.70, -0.42, 0.13], [-0.43, -0.33, 0.16], [0.50, 0.00, -0.63], [0.12, 0.84, -0.64], [0.45, -0.32, 0.67], [-0.86, 0.81, -0.33], [0.20, -0.03, -0.02], [0.79, -0.57, -0.25], [0.06, -0.03, 0.11], [-0.13, -0.33, 1.56], [0.40, -0.48, -0.66], [-0.07, -1.24, 0.74], [1.16, -0.26, 0.23], [-0.59, 0.23, 0.25], [0.69, -0.61, -0.43], [0.24, -0.43, 0.07], [-0.33, 0.88, -0.33], [-1.35, 1.58, 0.24], [0.04, -0.42, 0.26], [0.24, 0.30, -0.97], [-0.03, -0.04, -0.05], [-1.14, -0.64, -0.35], [0.37, 1.46, 0.99], [2.17, -2.08, 1.02], [-1.03, 0.94, -2.04], [-1.03, 0.15, -0.49], [-0.19, -0.32, 0.00], [0.77, 0.32, 0.03], [0.12, 0.27, 0.65], [0.02, 0.05, -0.02], [-0.06, -0.14, 0.22], [-1.34, 0.34, -1.92], [0.13, -0.34, -0.82], [-0.48, 0.11, 1.75], [-0.43, -0.38, 1.22], [0.06, 0.07, 0.18], [0.78, 0.47, -0.11], [1.15, -0.51, 0.47], [-0.19, -0.06, -0.13], [0.54, 0.25, -0.39], [-0.22, 0.06, -0.26]],
  "lowdin_charge": [-0.0778, -0.1918, -0.2472, -0.1765, -0.0666, -0.2320, -0.1531, -0.2044, -0.1383, 0.0791, 0.0779, 0.0700, 0.1163, 0.1156, 0.1211, 0.1185, 0.1008, 0.1092, 0.1208, 0.1172, 0.1071, 0.0833, 0.0882, 0.0628, -0.0859, -0.2121, -0.2499, -0.2220, -0.0327, -0.2192, -0.2320, -0.1981, -0.1224, 0.0764, 0.0834, 0.0808, 0.1200, 0.1181, 0.1255, 0.1259, 0.0945, 0.1211, 0.1098, 0.1261, 0.1211, 0.0950, 0.0854, 0.0909, -0.1091, -0.2280, -0.1599, -0.1648, -0.0920, -0.1684, -0.1894, -0.2110, -0.1032, 0.0836, 0.0809, 0.0729, 0.1015, 0.1136, 0.1019, 0.1122, 0.0924, 0.1056, 0.1062, 0.1063, 0.1084, 0.0807, 0.0783, 0.0814, -0.1233, -0.2428, -0.1477, -0.1442, -0.1087, -0.2061, -0.2129, -0.1973, -0.0992, 0.0820, 0.0735, 0.0856, 0.1082, 0.1178, 0.1128, 0.1103, 0.0926, 0.1065, 0.1153, 0.1159, 0.1224, 0.0708, 0.0847, 0.0838, -0.1431, -0.1684, -0.2258, -0.2055, -0.0691, -0.2282, -0.2203, -0.2233, -0.0950, 0.0821, 0.0862, 0.0917, 0.1315, 0.1101, 0.1169, 0.1211, 0.1111, 0.1100, 0.1219, 0.1243, 0.1150, 0.0850, 0.0877, 0.0845, -0.0890, -0.2358, -0.2331, -0.0693, 0.0751, 0.1188, 0.1220, 0.1167, 0.1150, 0.0794, -0.0607, -0.2608, -0.2725, -0.0515, 0.0734, 0.1160, 0.1174, 0.1151, 0.1238, 0.0996, -0.0943, -0.2374, -0.2194, -0.0561, 0.0934, 0.1116, 0.1119, 0.1114, 0.1090, 0.0699],
  "smiles": "COCCNCCOC.COCCNCCOC.COCCNCCOC.COCCNCCOC.COCCNCCOC.OCCO.OCCO.OCCO",
  "e_tot_ha": -2904.42668,
  "relative_energy_kj_mol": 892.3,
  "orbital_gap_ev": 9.2441,
  "max_force_ev_per_a": 4.071,
  "multiplicity": 1,
  "homo_ev": -8.791
}